Record 1
Formula: C18H29F3I2N3O5PS
Source: the Open Molecules 2025 dataset
Level of theory: wB97M-V/def2-TZVPD

Structure (XYZ):
```
62
Properties=species:S:1:pos:R:3
C -4.790 2.793 1.010
C -4.221 2.368 -0.401
C -5.181 1.303 -1.051
C -5.276 -0.074 -0.283
C -3.906 -0.653 0.236
C -3.526 -2.046 -0.444
C -2.014 -2.444 -0.231
C -1.190 -2.616 -1.605
C -0.040 -1.546 -1.546
C 1.193 -1.868 -0.823
N 2.236 -0.997 -0.678
C 3.479 -1.322 0.042
I 5.201 -1.612 -1.313
C 3.399 -2.636 0.965
C 4.520 -2.738 2.089
I 3.744 -4.373 -0.369
C 2.151 0.284 -1.242
P 3.507 1.598 -1.066
N 2.790 2.920 -0.547
C 0.973 0.701 -2.025
N 0.883 1.996 -2.645
C -0.145 -0.240 -2.179
C -1.441 0.057 -2.976
O -2.497 0.122 -2.427
O -1.424 0.245 -4.378
H -5.896 2.938 0.886
H -4.361 3.801 1.253
H -4.561 2.035 1.796
H -3.142 2.066 -0.387
H -4.279 3.288 -1.054
H -4.946 1.195 -2.147
H -6.216 1.755 -1.022
H -6.067 0.005 0.508
H -5.673 -0.823 -1.031
H -4.020 -0.835 1.342
H -3.026 0.019 0.097
H -4.147 -2.813 0.103
H -3.837 -2.010 -1.525
H -1.876 -3.390 0.346
H -1.539 -1.622 0.377
H -1.845 -2.455 -2.495
H -0.679 -3.609 -1.612
H 1.232 -2.896 -0.388
H 3.717 -0.463 0.739
H 2.381 -2.810 1.386
H 4.906 -1.760 2.465
H 5.345 -3.388 1.688
H 4.075 -3.334 2.934
H 4.083 1.930 -2.339
H 4.533 1.203 -0.165
H 1.791 2.754 -0.399
H 1.788 2.128 -3.116
H 0.206 1.953 -3.416
H -1.299 1.198 -4.537
C 4.788 2.603 4.226
F 6.111 2.465 3.990
F 4.677 3.215 5.419
F 4.328 3.476 3.306
S 3.890 0.984 4.176
O 4.507 0.181 5.211
O 4.121 0.475 2.826
O 2.506 1.315 4.442
```

Its highest occupied orbital energy is -0.30683 hartree. Its max |F| is 0.0679 Eh/bohr. As for the frontier orbital gap: 5.464 eV.

Here are the natural (NBO) charges for atoms 1 to 8, given in e: -0.620, -0.402, -0.397, -0.416, -0.407, -0.404, -0.400, -0.435

Record 2
Formula: C18H29GaN2O6
Source: the Open Molecules 2025 dataset
Level of theory: wB97M-V/def2-TZVPD

Structure (XYZ):
```
56
Properties=species:S:1:pos:R:3
Ga 0.654 -0.419 1.092
O 1.345 -0.680 3.013
C 2.172 -1.875 3.017
C 3.133 -1.818 1.845
N 2.440 -1.613 0.559
C 3.226 -0.748 -0.320
C 3.089 0.708 0.157
O 3.896 1.544 -0.182
O 2.051 0.922 0.909
C 1.913 -2.852 -0.013
C 0.559 -3.205 0.628
O 0.191 -4.355 0.641
O -0.090 -2.186 1.109
H 1.907 0.094 3.174
H 1.472 -2.703 2.964
H 2.707 -1.927 3.964
H 3.737 -2.731 1.819
H 3.820 -0.983 1.994
H 2.824 -0.814 -1.332
H 4.283 -1.021 -0.369
H 2.596 -3.693 0.123
H 1.755 -2.716 -1.083
O 0.887 3.310 -0.488
H 1.798 3.054 -0.297
H 0.805 3.228 -1.443
C 0.678 -0.866 -3.782
C -0.423 -0.290 -2.932
C -1.658 0.031 -3.478
C -2.648 0.577 -2.667
C -3.992 0.940 -3.240
C -2.413 0.785 -1.315
C -1.186 0.459 -0.717
C -0.206 -0.059 -1.583
N -0.861 0.598 0.618
C -1.722 1.292 1.587
C -0.921 1.395 2.886
C -2.019 2.728 1.137
C -2.999 0.506 1.908
H 0.421 -0.827 -4.840
H 0.865 -1.914 -3.532
H 1.613 -0.317 -3.650
H -1.848 -0.130 -4.533
H -4.017 0.788 -4.319
H -4.234 1.984 -3.039
H -4.782 0.331 -2.796
H -3.215 1.202 -0.727
H 0.808 -0.230 -1.226
H 0.038 1.891 2.706
H -0.759 0.412 3.337
H -1.463 1.996 3.615
H -1.082 3.248 0.935
H -2.563 3.257 1.922
H -2.619 2.776 0.231
H -2.746 -0.522 2.173
H -3.707 0.471 1.083
H -3.510 0.966 2.757
```

Its highest occupied orbital energy is -0.27065 hartree. Its max |F| is 0.0078 Eh/bohr. As for the frontier orbital gap: 7.412 eV.

Here are the natural (NBO) charges for atoms 1 to 8, given in e: 1.979, -0.744, -0.087, -0.253, -0.521, -0.344, 0.776, -0.617

Record 3
Formula: C18H29IrN9O2P
Source: the Open Molecules 2025 dataset
Level of theory: wB97M-V/def2-TZVPD

Structure (XYZ):
```
60
Properties=species:S:1:pos:R:3
Ir 0.116 0.556 -0.968
O -0.689 -1.059 -1.640
N 0.146 -2.007 -2.050
N 1.348 -1.705 -1.966
O 1.716 -0.512 -1.492
C 2.390 -2.628 -2.356
C 2.053 -3.947 -2.630
C 3.065 -4.808 -3.011
C 4.374 -4.350 -3.112
C 4.682 -3.026 -2.832
C 3.686 -2.144 -2.447
H 1.031 -4.291 -2.551
H 2.831 -5.839 -3.232
H 5.159 -5.031 -3.413
H 5.701 -2.674 -2.917
H 3.909 -1.109 -2.236
C -1.636 2.757 0.521
N -1.374 2.012 -0.775
C -2.731 1.449 -1.228
N -3.704 2.482 -1.369
C -3.885 3.169 -0.088
N -2.625 3.778 0.349
C -2.186 4.742 -0.662
N -1.992 4.076 -1.955
C -0.985 3.071 -1.813
C -3.254 3.455 -2.373
H -0.694 3.199 0.859
H -1.994 2.032 1.249
H -3.039 0.725 -0.472
H -2.567 0.939 -2.179
H -4.226 2.454 0.664
H -4.640 3.945 -0.196
H -1.251 5.206 -0.346
H -2.941 5.519 -0.769
H -0.047 3.532 -1.490
H -0.835 2.553 -2.767
H -3.116 2.954 -3.332
H -4.011 4.228 -2.490
C 1.074 -0.308 4.084
N 1.981 -0.852 3.076
C 1.700 -2.276 2.887
N 0.303 -2.540 2.537
C -0.571 -1.962 3.555
N -0.333 -0.531 3.747
C -0.783 0.275 2.630
P 0.214 -0.234 1.147
C 1.928 -0.103 1.834
C -0.028 -2.067 1.207
H 1.257 0.760 4.210
H 1.278 -0.803 5.033
H 1.921 -2.792 3.821
H 2.354 -2.677 2.112
H -0.380 -2.468 4.501
H -1.614 -2.128 3.283
H -0.630 1.332 2.854
H -1.846 0.098 2.451
H 2.189 0.942 2.009
H 2.632 -0.512 1.106
H 0.626 -2.547 0.476
H -1.060 -2.314 0.951
```

Its highest occupied orbital energy is -0.53648 hartree. Its max |F| is 0.0183 Eh/bohr. As for the frontier orbital gap: 6.281 eV. Its charge is +2.

Here are the natural (NBO) charges for atoms 1 to 8, given in e: 0.956, -0.403, 0.184, 0.210, -0.519, 0.110, -0.219, -0.179

Record 4
Formula: C18H29KN6S3
Source: the Open Molecules 2025 dataset
Level of theory: wB97M-V/def2-TZVPD

Structure (XYZ):
```
57
Properties=species:S:1:pos:R:3
K 0.873 1.237 -1.074
C 2.400 4.280 0.109
C 1.811 4.673 -1.252
N 0.706 3.818 -1.693
C -0.594 4.189 -1.126
C -1.683 3.127 -1.315
N -1.536 1.966 -0.438
C -1.958 2.147 0.954
C -0.856 2.098 2.019
C -0.170 0.744 2.249
N 0.975 0.528 1.380
C 2.253 1.008 1.887
C 3.375 0.929 0.846
N 3.258 1.912 -0.242
C 3.576 3.295 0.112
H 1.602 3.907 0.757
H 2.761 5.194 0.591
H 2.596 4.626 -2.012
H 1.482 5.722 -1.219
H 0.637 3.869 -2.704
H -0.950 5.142 -1.543
H -0.461 4.360 -0.055
H -1.674 2.782 -2.353
H -2.657 3.617 -1.163
H -1.987 1.157 -0.843
H -2.696 1.375 1.197
H -2.485 3.104 1.044
H -1.325 2.412 2.957
H -0.093 2.853 1.806
H -0.890 -0.058 2.066
H 0.120 0.658 3.307
H 1.054 -0.446 1.095
H 2.576 0.446 2.777
H 2.131 2.046 2.213
H 3.365 -0.068 0.399
H 4.332 1.047 1.374
H 3.823 1.604 -1.022
H 4.340 3.674 -0.576
H 4.034 3.317 1.108
S 0.915 -6.976 0.599
C 0.584 -5.464 -0.022
S 1.840 -4.277 -0.241
C 0.706 -3.180 -0.953
N -0.496 -3.650 -1.037
N -0.556 -4.935 -0.512
C -1.837 -5.552 -0.595
C -2.656 -5.197 -1.660
C -3.913 -5.767 -1.770
C -4.357 -6.681 -0.825
C -3.535 -7.016 0.239
C -2.273 -6.457 0.364
S 1.197 -1.599 -1.471
H -2.302 -4.479 -2.384
H -4.544 -5.494 -2.606
H -5.339 -7.127 -0.918
H -3.872 -7.721 0.988
H -1.631 -6.717 1.189
```

The value obtained for the energy above the lowest of the compared OMol25 structures with the same formula, charge and spin is 0.0 kJ/mol. Its highest occupied orbital energy is -0.24864 hartree. Its max |F| is 0.0204 Eh/bohr. As for the frontier orbital gap: 6.521 eV.

Here are the natural (NBO) charges for atoms 1 to 8, given in e: 0.885, -0.411, -0.223, -0.658, -0.238, -0.225, -0.673, -0.220

Record 5
Formula: C18H29LiN3O3V
Source: the Open Molecules 2025 dataset
Level of theory: wB97M-V/def2-TZVPD

Structure (XYZ):
```
55
Properties=species:S:1:pos:R:3
N 1.830 0.793 -1.191
C 3.031 0.992 -1.227
O 4.202 1.176 -1.276
Li -0.557 -2.489 -1.118
V 0.107 0.340 -0.428
N -1.174 -0.756 -1.410
N -0.625 1.756 0.501
C -1.605 -0.292 -2.752
C -0.203 3.162 0.381
C -2.348 -1.412 -3.489
C -2.532 0.918 -2.655
C -0.354 0.091 -3.531
C 1.124 3.346 1.124
C -1.230 4.122 0.979
C -0.004 3.479 -1.094
H -1.738 -2.327 -3.560
H -2.572 -1.092 -4.515
H -3.297 -1.667 -2.999
H -3.476 0.661 -2.159
H -2.774 1.277 -3.667
H -2.066 1.743 -2.097
H 0.222 0.890 -3.040
H -0.642 0.429 -4.537
H 0.321 -0.769 -3.650
H 0.997 3.142 2.194
H 1.472 4.379 1.002
H 1.895 2.670 0.735
H -1.307 4.014 2.067
H -2.221 3.968 0.535
H -0.918 5.153 0.768
H 0.336 4.518 -1.187
H -0.950 3.376 -1.641
H 0.748 2.825 -1.553
C -2.264 -1.200 -0.517
H -1.978 -1.076 0.537
H -3.210 -0.656 -0.672
H -2.487 -2.282 -0.678
C -1.182 1.348 1.794
H -1.000 0.278 1.970
H -0.726 1.902 2.631
H -2.271 1.518 1.841
O 1.516 -0.633 1.356
C 1.359 -1.876 1.166
O 0.722 -2.386 0.169
C 1.918 -2.862 2.147
C 1.207 -4.030 2.427
C 1.737 -4.967 3.312
C 2.986 -4.737 3.906
C 3.687 -3.555 3.633
C 3.144 -2.604 2.764
H 0.243 -4.196 1.941
H 1.178 -5.878 3.532
H 3.411 -5.481 4.582
H 4.657 -3.372 4.098
H 3.662 -1.669 2.550
```

Its highest occupied orbital energy (alpha / beta) is -0.52601 / -0.52602 hartree. Its max |F| is 0.0791 Eh/bohr. As for the frontier orbital gap (alpha / beta): 4.020 / 4.136 eV. Its charge is +2.

Here are the natural (NBO) charges for atoms 1 to 8, given in e: -0.811, 0.915, -0.358, 0.944, 1.739, -0.728, -0.448, 0.095

Record 6
Formula: C18H29N2O5P2STi
Source: the Open Molecules 2025 dataset
Level of theory: wB97M-V/def2-TZVPD

Structure (XYZ):
```
58
Properties=species:S:1:pos:R:3
C 4.036 -0.749 -1.441
C 2.932 -0.588 -0.578
N 1.648 -0.802 -1.081
C 1.515 -1.487 -2.230
C 2.600 -1.762 -3.058
C 3.878 -1.365 -2.654
C 3.082 -0.427 0.843
P 1.695 -0.102 1.886
Ti -0.096 -0.005 -0.001
P -1.203 -0.725 -2.078
C 0.113 -1.838 -2.709
O 4.419 4.686 -0.661
O -0.244 5.576 1.495
H 5.027 -0.428 -1.095
H 2.386 -2.230 -4.015
H 4.708 -1.532 -3.341
C 1.893 -1.529 3.021
C 1.761 1.348 3.021
H 0.040 -1.750 -3.797
H -0.185 -2.873 -2.444
H 4.758 4.056 0.015
H 4.107 -0.378 1.267
C -2.718 -1.687 -1.855
C -1.604 0.475 -3.384
H -0.442 1.334 -1.181
H -0.970 4.968 1.351
H 0.430 5.277 0.894
H 3.907 4.259 -1.377
H -0.189 -1.583 0.443
H 0.297 1.139 -1.270
H 2.753 -1.409 3.696
H 0.954 -1.576 3.579
H 2.048 -2.445 2.439
H 2.755 1.436 3.495
H 1.543 2.262 2.444
H 0.981 1.150 3.780
H -2.125 0.011 -4.230
H -2.271 1.211 -2.910
H -0.666 0.972 -3.688
H -3.068 -2.069 -2.826
H -2.560 -2.516 -1.152
H -3.482 -1.033 -1.417
O -2.142 2.545 -0.012
C -2.491 1.705 0.846
N -1.729 0.582 1.068
S -2.286 -0.506 2.290
O -2.668 -1.739 1.657
O -1.355 -0.484 3.390
C -3.670 0.545 2.567
C -4.705 0.269 3.439
C -5.790 1.138 3.494
C -5.811 2.260 2.651
C -4.771 2.534 1.766
C -3.677 1.663 1.740
H -4.640 -0.618 4.044
H -6.616 0.946 4.171
H -6.675 2.919 2.689
H -4.782 3.401 1.092
```

The value obtained for the energy above the lowest of the compared OMol25 structures with the same formula, charge and spin is 39.5 kJ/mol. The multiplicity is 2. Its highest occupied orbital energy (alpha / beta) is -0.23830 / -0.23980 hartree. Its max |F| is 0.0536 Eh/bohr. As for the frontier orbital gap (alpha / beta): 6.130 / 6.204 eV. As for the expectation value of S²: 0.755.

Here are the natural (NBO) charges for atoms 1 to 8, given in e: -0.290, 0.221, -0.617, 0.254, -0.354, -0.144, -0.786, 0.905